(1)
C6H4NO2PdS3Sb | ωB97M-V with the def2-TZVPD basis set

Each line ends with the Löwdin spin population.
Positions of all 18 atoms, in Å:
1 Pd 0.4182 0.2039 0.0281  1.24
2 S 2.6484 1.2274 -1.0180  0.71
3 Sb 2.9473 1.5167 1.3441  -0.04
4 S 2.0927 -0.8012 1.4259  0.99
5 S 0.5955 2.2704 1.2389  0.99
6 O -3.4023 -1.6568 -0.1161  0.63
7 C -2.3025 -1.1292 -0.1904  0.11
8 O -1.4972 -0.6882 0.6412  0.13
9 C -1.8007 -0.9813 -1.7153  0.14
10 C -2.6171 -1.4402 -2.7311  0.01
11 C -2.1465 -1.2946 -4.0288  0.01
12 C -0.9099 -0.7100 -4.2385  -0.01
13 C -0.1704 -0.2826 -3.1462  0.02
14 N -0.6246 -0.4233 -1.9004  0.08
15 H -3.5722 -1.8877 -2.5009  0.00
16 H -2.7433 -1.6366 -4.8638  0.00
17 H -0.5111 -0.5812 -5.2345  0.00
18 H 0.8006 0.1796 -3.2566  0.00

Cartesian forces (eV/Å) of the 2 atoms listed first:
0.4 0.2 -0.1
-0.3 -0.1 0.9

## Properties
- Charge: +1
- Spin multiplicity: 6
- HOMO level (spin up / spin down): -12.225 / -12.412 eV
- Gap between HOMO and LUMO (spin up / spin down): 8.33 / 4.51 eV
- ⟨S²⟩: 8.789



(2)
C16H24AsN5O3ReS5 | ωB97M-V with the def2-TZVPD basis set

Each line ends with the Löwdin spin population.
Positions of all 55 atoms, in Å:
1 Re 0.3073 0.1084 0.6276  0.55
2 S 3.1419 -2.2767 3.4396  0.02
3 As 2.7867 -0.3166 3.1475  0.02
4 S 2.5493 0.0710 0.8961  0.03
5 S -0.3047 -0.4769 2.5990  0.25
6 S 2.6238 1.3932 4.1980  0.04
7 C 2.4145 3.3470 -2.6633  0.00
8 C 1.6822 2.0602 -2.9824  0.00
9 N 0.8914 1.6667 -1.8078  0.00
10 C 0.4506 2.5392 -0.8830  0.00
11 N -0.1092 2.0204 0.2481  0.00
12 C -0.7922 2.9256 1.1978  0.00
13 C -1.2027 4.2155 0.5205  0.00
14 C 0.0173 4.8214 -0.1405  0.00
15 N 0.6322 3.8374 -1.0430  0.00
16 C 1.4176 4.3747 -2.1667  0.00
17 H 2.9150 3.7227 -3.5535  0.00
18 H 3.1765 3.1666 -1.9024  0.00
19 H 2.3712 1.2488 -3.2078  0.00
20 H 1.0187 2.1939 -3.8390  0.00
21 H 0.5621 0.7066 -1.8085  0.00
22 H -0.1065 3.1346 2.0232  0.00
23 H -1.6508 2.3962 1.6087  0.00
24 H -1.6109 4.9051 1.2575  0.00
25 H -1.9778 4.0293 -0.2271  0.00
26 H 0.7512 5.1504 0.5987  0.00
27 H -0.2537 5.6820 -0.7508  0.00
28 H 1.9292 5.2623 -1.7965  0.00
29 H 0.7365 4.6867 -2.9623  0.00
30 C 2.9007 -3.9810 -0.1989  0.00
31 C 2.0515 -4.2375 -1.4387  0.00
32 C 0.5628 -3.8406 -1.2579  0.00
33 C -0.2311 -4.1272 -2.5530  0.00
34 C -1.6993 -3.7296 -2.4664  0.00
35 C -0.0167 -4.7029 -0.1480  0.00
36 O -0.1062 -5.8890 -0.2043  0.00
37 N -0.4385 -4.0467 1.0482  0.00
38 C -0.3562 -2.7335 1.2415  0.00
39 O -0.7517 -2.2437 2.3601  0.01
40 N 0.1166 -1.9164 0.2899  0.00
41 C 0.5138 -2.3629 -0.9681  0.00
42 O 0.8289 -1.4996 -1.7654  0.00
43 H 3.9358 -4.2615 -0.3846  0.00
44 H 2.5576 -4.5700 0.6551  0.00
45 H 2.8967 -2.9245 0.0863  0.00
46 H 2.0658 -5.2943 -1.7054  0.00
47 H 2.4317 -3.6752 -2.2922  0.00
48 H -0.1370 -5.1945 -2.7510  0.00
49 H 0.2652 -3.5944 -3.3641  0.00
50 H -2.2182 -4.2637 -1.6666  0.00
51 H -2.2112 -3.9697 -3.3964  0.00
52 H -1.8105 -2.6530 -2.3036  0.00
53 H -0.7856 -4.6418 1.7933  0.00
54 S -3.1212 -0.2186 -0.5711  0.04
55 C -1.7139 -0.0752 -0.0702  0.03

Cartesian forces (eV/Å) of the 2 atoms listed first:
0.2 -0.3 -0.4
-0.1 0.3 0.0

## Properties
- Charge: +2
- Spin multiplicity: 2
- HOMO level (spin up / spin down): -14.420 / -14.702 eV
- Energy above the lowest of the compared OMol25 structures with the same formula, charge and spin: 2.134 eV
- Gap between HOMO and LUMO (spin up / spin down): 6.36 / 6.27 eV
- ⟨S²⟩: 0.762



(3)
Br2O3PS | ωB97M-V with the def2-TZVPD basis set

Each line ends with the Mulliken charge.
Positions of all 7 atoms, in Å:
1 O -1.4617 0.4165 0.9957  -0.44
2 O -0.4361 0.4596 -1.2566  -0.41
3 O -0.9907 -1.7083 -0.1691  -0.44
4 P 2.6704 0.3798 0.9478  0.00
5 S -0.7884 -0.2770 -0.0694  0.76
6 Br 3.3447 -1.4497 0.0721  -0.18
7 Br 3.9840 1.6026 -0.4216  -0.28

Cartesian forces (eV/Å) of the 2 atoms listed first:
-0.4 0.1 0.1
-0.5 -0.1 -0.2

## Properties
- Charge: -1
- HOMO level (spin up / spin down): -2.866 / -3.867 eV
- Energy above the lowest of the compared OMol25 structures with the same formula, charge and spin: 2.717 eV
- Gap between HOMO and LUMO (spin up / spin down): 4.91 / 6.94 eV



(4)
C14H27FNO4 | ωB97M-V with the def2-TZVPD basis set

Each line ends with the Mulliken charge.
Positions of all 47 atoms, in Å:
1 C -3.2838 -2.8312 1.2834  0.19
2 C -2.9314 -1.7565 0.8830  -0.64
3 C -2.5877 -0.3630 0.5798  0.15
4 C -3.8276 0.5342 0.4151  -0.66
5 C -4.8864 0.3488 1.5015  -0.77
6 O -6.1912 0.2170 0.8810  -0.35
7 C -6.7708 -0.9729 1.0734  0.75
8 O -7.1134 -1.4422 2.1043  -0.41
9 O -6.9163 -1.6956 -0.1175  -0.10
10 F -7.7664 -0.8940 -0.9185  -0.14
11 H -3.5964 -3.7820 1.6458  0.43
12 H -2.0197 -0.3551 -0.3541  0.07
13 H -1.9288 0.0170 1.3610  -0.03
14 H -4.2928 0.3312 -0.5484  0.39
15 H -3.5027 1.5756 0.4115  0.29
16 H -4.9450 1.2180 2.1549  0.38
17 H -4.6952 -0.5166 2.1334  0.47
18 C 2.3325 -1.9692 -1.1727  -1.23
19 C 3.2531 -0.8803 -0.6612  -0.36
20 N 3.1230 0.4612 -1.3535  -0.03
21 C 3.5158 0.2795 -2.7937  -1.07
22 C 4.1500 1.4246 -0.7883  -0.33
23 C 3.9959 1.8570 0.6601  -1.16
24 C 1.7173 1.0246 -1.3789  -0.85
25 C 0.9588 1.2000 -0.0743  -0.38
26 O 0.7504 -0.0344 0.5672  -0.19
27 C 0.8222 -0.0140 1.9902  -0.95
28 H 2.5241 -2.2254 -2.2141  0.37
29 H 2.5189 -2.8678 -0.5859  0.43
30 H 1.2814 -1.7205 -1.0563  0.22
31 H 4.2926 -1.1768 -0.8083  0.55
32 H 3.1037 -0.7147 0.4001  0.25
33 H 4.5166 -0.1421 -2.8300  0.40
34 H 3.4983 1.2502 -3.2821  0.43
35 H 2.8081 -0.3825 -3.2800  0.46
36 H 4.1372 2.2967 -1.4405  0.39
37 H 5.1055 0.9183 -0.9186  0.46
38 H 3.2915 2.6775 0.7696  0.36
39 H 4.9582 2.2406 0.9979  0.43
40 H 3.7171 1.0476 1.3318  0.25
41 H 1.1503 0.3557 -2.0240  0.49
42 H 1.7961 1.9913 -1.8773  0.39
43 H -0.0115 1.6292 -0.3564  0.28
44 H 1.4313 1.9218 0.5887  0.39
45 H 0.7364 0.9965 2.3922  0.45
46 H 1.7682 -0.4525 2.3236  0.29
47 H 0.0126 -0.6249 2.3852  0.28

Cartesian forces (eV/Å) of the 2 atoms listed first:
0.0 0.0 -0.1
-0.1 0.1 0.4

## Properties
- Charge: +1
- HOMO level: -12.386 eV
- Energy above the lowest of the compared OMol25 structures with the same formula, charge and spin: 7.241 eV
- Gap between HOMO and LUMO: 9.85 eV